{
  "formula": "C31H71BN3O7",
  "method": "the ωB97M-V functional and the def2-TZVPD basis",
  "symbols": ["C", "O", "C", "C", "C", "C", "C", "C", "C", "C", "C", "C", "C", "C", "B", "C", "O", "C", "C", "C", "O", "N", "C", "C", "H", "H", "H", "H", "H", "H", "H", "H", "H", "H", "H", "H", "H", "H", "H", "H", "H", "H", "H", "H", "H", "H", "H", "H", "H", "H", "H", "H", "H", "H", "H", "H", "H", "H", "H", "H", "H", "H", "H", "H", "H", "C", "O", "C", "C", "N", "C", "C", "O", "C", "H", "H", "H", "H", "H", "H", "H", "H", "H", "H", "H", "H", "H", "H", "H", "C", "O", "C", "C", "N", "C", "C", "O", "C", "H", "H", "H", "H", "H", "H", "H", "H", "H", "H", "H", "H", "H", "H", "H"],
  "positions_angstrom": [[4.646838, -4.435363, -1.549817], [6.029427, -4.379089, -1.859466], [6.368811, -3.324574, -2.743976], [6.590673, -1.999793, -2.002904], [6.028051, -0.761509, -2.749299], [5.069052, 0.036684, -1.876180], [4.273051, 1.114323, -2.613422], [3.288173, 0.577585, -3.650311], [1.939812, 0.118839, -3.032893], [0.776328, 0.979738, -3.516597], [-0.602198, 0.442556, -3.108745], [-1.719820, 0.917122, -4.045138], [-3.103652, 0.827951, -3.370583], [-3.640361, -0.604279, -3.246631], [-4.589335, -0.921125, -1.922647], [-5.472735, 0.360213, -1.415324], [-5.975480, 0.132855, -0.061012], [-7.347270, 0.354962, 0.090928], [-5.700162, -2.145493, -2.289269], [-5.083755, -3.458062, -2.045534], [-5.255957, -4.168702, -1.052692], [-4.117136, -3.856744, -3.064456], [-4.613034, -4.971609, -3.852317], [-2.800353, -4.110377, -2.477506], [4.176145, -5.235762, -2.119373], [4.540859, -4.642693, -0.486218], [4.150997, -3.485851, -1.755278], [7.273943, -3.630439, -3.265523], [5.576939, -3.209623, -3.488131], [7.651952, -1.849227, -1.820620], [6.077579, -2.088266, -1.047747], [6.841358, -0.109787, -3.070390], [5.538232, -1.102556, -3.660044], [5.661808, 0.513843, -1.091805], [4.370404, -0.632523, -1.369636], [3.741781, 1.728343, -1.885020], [4.989325, 1.785021, -3.101858], [3.094577, 1.361335, -4.382432], [3.720425, -0.256278, -4.200840], [2.011496, 0.159676, -1.949689], [1.741141, -0.914209, -3.321610], [0.885031, 1.997834, -3.136164], [0.832488, 1.035210, -4.607580], [-0.575536, -0.646091, -3.089001], [-0.829921, 0.810152, -2.108567], [-1.525246, 1.970640, -4.272432], [-1.722325, 0.319419, -4.956525], [-2.995591, 1.295195, -2.390698], [-3.801630, 1.427763, -3.961389], [-2.766048, -1.262275, -3.176669], [-4.129297, -0.897459, -4.180966], [-3.882268, -1.338715, -1.009281], [-4.916159, 1.299771, -1.364351], [-6.340602, 0.494191, -2.071466], [-7.681565, 1.246947, -0.447904], [-7.924509, -0.520333, -0.225059], [-7.547592, 0.520150, 1.153312], [-6.603368, -2.052237, -1.684099], [-5.981679, -2.083093, -3.345849], [-3.780432, -5.467303, -4.345519], [-5.276406, -4.602690, -4.640036], [-5.182784, -5.690711, -3.253968], [-2.683770, -3.488276, -1.594575], [-2.657368, -5.159433, -2.200150], [-2.036600, -3.819259, -3.200839], [-2.177695, -1.457115, 3.660651], [-0.833345, -1.768885, 3.988909], [-0.446613, -3.094519, 3.650839], [0.590326, -3.088756, 2.548556], [0.003864, -2.645110, 1.293786], [0.955186, -2.423292, 0.211959], [1.996730, -1.322393, 0.385845], [1.456617, -0.017559, 0.425665], [1.048631, 0.431209, 1.708306], [-2.385562, -0.463736, 4.054681], [-2.345543, -1.446391, 2.579714], [-2.870509, -2.168145, 4.119955], [-1.315232, -3.689815, 3.356819], [-0.010395, -3.549394, 4.546280], [0.978625, -4.104105, 2.419461], [1.422436, -2.448724, 2.877923], [-0.508264, -1.788296, 1.456504], [0.371843, -2.189439, -0.682311], [1.479482, -3.364390, 0.010125], [2.640001, -1.352011, -0.497678], [2.651284, -1.498281, 1.249649], [1.670733, 0.008274, 2.502502], [-0.000275, 0.185067, 1.898380], [1.144989, 1.513089, 1.733955], [-1.289213, 7.069261, 4.185030], [-0.003303, 7.126556, 4.773658], [0.049479, 6.643560, 6.109673], [0.880348, 5.381860, 6.194289], [0.211644, 4.269961, 5.533155], [1.023727, 3.064567, 5.397288], [2.267745, 3.136151, 4.518216], [1.991341, 3.329327, 3.145345], [1.864632, 4.675498, 2.724991], [-1.223724, 7.555201, 3.213414], [-1.626735, 6.038242, 4.037832], [-2.026419, 7.601258, 4.793861], [-0.956737, 6.469920, 6.501185], [0.521494, 7.418836, 6.721029], [1.032303, 5.126554, 7.247370], [1.863844, 5.603040, 5.756086], [-0.084145, 4.567327, 4.612715], [0.377723, 2.282689, 4.990563], [1.324431, 2.734858, 6.396915], [2.767379, 2.165831, 4.588210], [2.988170, 3.885233, 4.869618], [2.498314, 5.344922, 3.312575], [0.828575, 5.021351, 2.776593], [2.177057, 4.724199, 1.681694]],
  "forces_ev_per_angstrom": [[0.3, 0.0, 0.2], [0.1, -0.1, 0.0], [0.0, 0.0, 0.2], [-0.3, 0.4, -0.5], [0.1, -0.4, 0.2], [-0.2, 0.3, 0.0], [0.5, 0.0, -0.3], [-0.4, -0.1, 0.4], [0.4, 0.3, -0.5], [-0.2, -0.4, 0.1], [0.2, 0.4, -0.4], [-0.3, 0.1, 0.8], [0.3, -0.3, -0.5], [0.2, 0.0, 0.5], [0.0, 0.0, -0.4], [0.0, -0.6, 0.4], [-0.1, 0.1, -0.1], [0.4, 0.0, 0.3], [-0.2, -0.5, 0.0], [-0.3, -0.4, 1.0], [0.2, 0.7, -1.1], [0.2, 0.0, 0.2], [-0.3, 0.4, -0.2], [-0.3, 0.0, -0.1], [-0.2, 0.0, -0.1], [0.0, -0.1, 0.1], [-0.1, 0.1, -0.1], [0.0, -0.1, -0.1], [-0.1, 0.0, -0.1], [0.1, -0.1, 0.3], [0.1, 0.0, 0.2], [0.0, 0.1, -0.1], [-0.1, 0.0, -0.1], [-0.1, 0.0, 0.2], [0.0, -0.1, 0.0], [-0.1, 0.0, 0.0], [0.0, 0.0, 0.0], [-0.1, 0.0, -0.1], [0.2, 0.0, -0.1], [-0.1, -0.1, 0.2], [-0.1, -0.1, 0.1], [0.1, 0.1, -0.1], [0.0, 0.0, -0.1], [0.0, -0.1, 0.2], [0.0, -0.2, 0.2], [0.1, 0.0, -0.3], [0.1, 0.1, -0.2], [-0.1, 0.1, 0.1], [-0.1, 0.1, 0.2], [-0.1, -0.1, 0.0], [-0.1, 0.1, -0.1], [0.1, 0.2, 0.1], [0.0, 0.2, -0.2], [0.0, 0.2, -0.1], [-0.1, 0.0, -0.1], [-0.2, 0.0, -0.2], [0.0, 0.0, 0.1], [0.0, 0.0, 0.2], [0.1, 0.2, -0.1], [0.1, -0.1, 0.0], [-0.1, 0.0, 0.0], [0.2, -0.2, 0.1], [0.1, 0.0, 0.1], [0.0, -0.1, 0.1], [0.1, -0.1, -0.1], [0.0, 0.1, 0.0], [-0.1, 0.0, 0.0], [0.1, 0.0, 0.1], [-0.1, 0.2, -0.2], [0.2, 0.0, 0.1], [-0.2, 0.0, 0.0], [0.1, -0.1, -0.2], [0.1, 0.0, 0.2], [-0.2, 0.1, -0.2], [0.0, 0.0, 0.0], [-0.1, -0.1, 0.0], [0.0, 0.0, 0.0], [0.0, 0.0, -0.1], [0.0, 0.0, 0.0], [0.0, 0.0, 0.0], [0.1, -0.1, 0.1], [-0.1, 0.0, -0.1], [0.0, 0.0, 0.0], [0.0, 0.0, 0.0], [0.0, 0.0, 0.0], [-0.1, 0.0, 0.1], [0.0, 0.0, 0.0], [0.1, -0.1, 0.1], [0.1, 0.0, 0.0], [0.1, 0.0, 0.0], [-0.1, -0.1, 0.0], [0.2, 0.1, 0.1], [-0.1, -0.1, -0.2], [0.1, 0.1, 0.0], [-0.2, 0.0, 0.0], [0.1, -0.2, 0.1], [0.0, 0.2, 0.0], [0.0, -0.1, -0.1], [0.0, 0.0, 0.0], [-0.1, 0.0, 0.0], [0.0, 0.0, 0.0], [0.0, -0.1, 0.0], [0.0, 0.0, 0.0], [0.0, 0.0, 0.0], [0.0, 0.1, 0.1], [0.0, 0.0, 0.0], [0.0, 0.0, 0.0], [0.0, 0.0, 0.0], [0.0, 0.0, 0.0], [-0.1, 0.1, 0.0], [0.0, 0.0, 0.0], [0.0, 0.1, 0.1], [0.0, 0.0, 0.0]],
  "mulliken_charge": [-0.490, -0.451, -0.714, -0.515, -0.667, 0.576, -1.146, -0.802, 0.593, -1.436, 0.217, -1.052, -0.786, -0.252, 1.051, -0.944, -0.334, -0.713, -0.388, 0.076, -0.672, 0.453, -1.129, -1.256, 0.343, 0.261, 0.066, 0.373, 0.399, 0.311, 0.383, 0.357, 0.367, 0.412, -0.601, 0.393, 0.466, 0.534, 0.214, -0.607, 0.558, 0.278, 0.459, 0.121, 0.179, 0.405, 0.340, 0.287, 0.349, -0.334, 0.199, -0.351, 0.106, 0.458, 0.274, 0.249, 0.223, 0.104, 0.273, 0.393, 0.229, 0.407, 0.382, 0.473, 0.304, -0.768, -0.290, -0.801, -0.270, -0.182, -0.823, 0.659, -0.288, -0.589, 0.238, 0.340, 0.341, 0.413, 0.386, 0.340, 0.227, 0.054, 0.208, 0.452, -0.965, 0.395, 0.270, 0.236, 0.132, -0.731, -0.351, -0.795, -0.210, -0.302, -0.725, -0.584, -0.281, -0.716, 0.243, 0.312, 0.347, 0.411, 0.388, 0.364, 0.189, 0.095, 0.392, 0.392, 0.374, 0.366, 0.323, 0.235, 0.293],
  "max_force_ev_per_a": 1.34,
  "spin_multiplicity": 1,
  "total_charge": -1,
  "lumo_ev": 2.19,
  "homo_lumo_gap_ev": 7.065,
  "homo_ev": -4.88
}